No. 1
A molecular structure, C21H33O2SiSn. Source: the Open Molecules 2025 dataset; level of theory: wB97M-V/def2-TZVPD.

Geometry as XYZ:
```
58
Properties=species:S:1:pos:R:3:forces:R:3:nbo_charge:R:1
C 2.862614 1.409426 -3.840422 0.09 0.07 0.30 -1.102
Si 1.798106 -0.012726 -3.183666 0.07 -0.04 0.28 1.371
C 2.543056 -1.597144 -3.902886 0.07 -0.08 0.28 -1.102
H 1.752674 -0.052426 -1.559147 0.09 0.06 -1.93 -0.138
C 0.104705 0.183927 -3.973243 -0.58 0.05 0.35 -1.343
Sn -1.346186 0.321628 -2.359140 0.52 -0.05 0.57 1.543
C -3.356951 0.539725 -3.095792 0.22 -0.03 -0.07 -1.070
C -1.172812 -1.505348 -1.205322 -0.11 0.39 -0.37 -1.050
C -0.800215 2.072118 -1.203732 -0.19 -0.38 -0.32 -1.052
H 2.885735 1.432486 -4.938804 -0.14 -0.18 0.21 0.226
H 2.476938 2.378051 -3.502787 0.10 -0.09 0.02 0.235
H 3.897162 1.308114 -3.495340 -0.08 0.12 0.02 0.228
H 2.565905 -1.578486 -5.001246 -0.09 0.18 0.22 0.225
H 3.573496 -1.729739 -3.556485 -0.10 -0.10 0.02 0.228
H 1.958789 -2.474326 -3.602722 0.13 0.07 0.02 0.236
H -0.000157 1.092034 -4.578304 0.20 -0.07 0.11 0.244
H -0.191697 -0.661801 -4.604432 0.22 0.02 0.11 0.244
H -4.033337 0.593662 -2.241919 -0.07 0.01 -0.11 0.224
H -3.425214 1.458435 -3.684616 -0.12 -0.13 0.05 0.219
H -3.608681 -0.323594 -3.717877 -0.09 0.16 0.06 0.219
H -1.851661 -1.436780 -0.355771 0.10 -0.13 0.06 0.235
H -1.450723 -2.353318 -1.833821 -0.03 -0.03 0.07 0.210
H -0.152740 -1.637550 -0.838780 -0.13 0.08 0.05 0.256
H -1.481613 2.149576 -0.356351 0.13 0.11 0.06 0.237
H 0.222975 1.982357 -0.832610 -0.14 -0.03 0.05 0.252
H -0.888745 2.959120 -1.832631 -0.01 0.04 0.05 0.209
C -1.622015 5.447867 2.912814 1.42 -0.25 -0.35 -0.251
O -0.282432 5.123281 2.464756 -1.23 1.63 0.56 -0.520
C 0.098887 3.822986 2.428105 -0.05 -1.68 -0.05 0.203
C 1.420284 3.560419 1.984664 -1.02 -0.42 0.08 -0.264
C 1.794916 2.250376 1.745853 -0.28 0.43 0.12 -0.220
C 0.900026 1.144077 1.906220 0.45 -0.51 -0.11 -0.048
C 1.383982 -0.139236 1.495250 -0.39 0.00 0.46 -0.464
C 0.862669 -1.430675 1.822689 0.32 0.50 0.03 -0.048
C 1.716526 -2.556488 1.591267 0.00 0.12 -0.05 -0.220
C 1.303486 -3.854720 1.760608 -0.67 -0.39 0.02 -0.267
C -0.015239 -4.112796 2.196282 -0.46 1.87 0.18 0.207
O -0.423527 -5.404932 2.212964 -1.20 -1.67 0.41 -0.522
C -1.770171 -5.712008 2.651125 1.42 0.30 -0.34 -0.250
C -0.853725 -3.028321 2.554334 0.67 -1.22 -0.38 -0.304
C -0.410191 -1.722620 2.392614 0.18 0.00 0.01 -0.242
C -0.362681 1.445300 2.490597 0.14 -0.54 0.07 -0.234
C -0.757690 2.743929 2.740222 0.24 1.55 -0.23 -0.315
H -1.631338 6.538154 2.920381 -0.15 -0.09 0.05 0.183
H -2.373742 5.074829 2.204980 0.08 -0.07 0.20 0.174
H -1.800331 5.066333 3.929637 -0.05 0.03 -0.28 0.172
H 2.091584 4.393536 1.794592 -0.06 -0.08 0.07 0.202
H 2.818976 2.045506 1.434474 -0.21 -0.01 -0.05 0.193
H 2.371855 -0.138053 1.029666 -0.14 0.00 0.19 0.175
H 2.748962 -2.359518 1.281381 -0.39 -0.05 0.01 0.193
H 1.956595 -4.705945 1.524278 -0.26 0.38 0.16 0.202
H -1.805327 -6.800492 2.629073 -0.14 0.06 0.04 0.183
H -1.939828 -5.354902 3.678348 -0.05 -0.01 -0.28 0.172
H -2.512768 -5.300262 1.954866 0.09 0.05 0.20 0.173
H -1.871057 -3.215813 2.921403 0.49 0.12 -0.11 0.192
H -1.083324 -0.946817 2.733617 0.21 -0.28 -0.28 0.183
H -1.065673 0.665231 2.775504 0.35 0.44 -0.27 0.183
H -1.769109 2.944377 3.135262 0.64 -0.18 -0.23 0.194
```
Forces are in eV/Å.

Properties
- LUMO level: 2.5751 eV
- HOMO: -1.58 eV
- Max |F|: 2.1 eV/A
- Total charge: -1
- Total energy: -1474.1987 a.u.

***

No. 2
A molecular structure, C21H33O5PPdS4Se. Source: the Open Molecules 2025 dataset; level of theory: wB97M-V/def2-TZVPD.

Geometry as XYZ:
```
66
Properties=species:S:1:pos:R:3:forces:R:3:nbo_charge:R:1
Pd -2.267471 0.668874 -0.616790 -0.09 -0.03 -0.01 0.519
O -5.573364 6.619033 0.114265 -0.05 -0.03 0.08 -0.627
C -5.012478 5.549041 0.016193 0.11 0.07 -0.17 0.178
S -3.462146 5.177652 0.776263 -0.03 -0.03 0.04 0.286
C -3.305082 3.541620 0.157150 -0.03 -0.03 -0.03 -0.435
C -4.281805 3.084064 -0.640652 0.03 0.05 0.03 -0.405
S -4.307467 1.503578 -1.366373 0.00 0.04 0.01 -0.155
S -5.606737 4.202222 -0.952879 0.00 -0.04 0.05 0.307
S -1.904228 2.590615 0.598831 -0.02 0.08 0.00 -0.256
O -2.665084 -0.946669 -1.810373 0.12 -0.08 0.01 -1.094
Se -3.298255 -2.366777 -1.103414 0.06 -0.08 -0.19 2.760
O -2.345382 -3.574805 -1.668088 -0.04 0.00 -0.07 -1.142
O -3.110757 -2.199981 0.508675 -0.01 0.05 0.12 -1.130
O -4.831960 -2.532018 -1.598645 -0.01 0.03 0.09 -1.086
C 1.735236 -3.882277 -1.537871 -0.01 0.00 0.00 -0.401
C 1.071733 -3.980845 -0.154200 -0.02 0.01 0.01 -0.382
C 0.130241 -2.795743 0.119023 0.04 -0.01 0.01 -0.447
C 0.678088 -1.539816 -0.561791 -0.01 -0.01 -0.05 -0.549
C 0.604509 -1.702540 -2.095367 -0.02 0.00 0.01 -0.414
C 0.799775 -3.169269 -2.509505 -0.03 0.01 0.01 -0.410
P -0.118140 0.030771 -0.044060 -0.04 0.02 0.02 1.166
C 0.166155 0.173011 1.779686 0.00 0.04 -0.01 -0.556
C -1.028446 -0.378766 2.574592 -0.01 -0.07 0.02 -0.419
C -0.737450 -0.233415 4.064553 0.00 0.01 0.00 -0.400
C 0.442038 -1.121932 4.504993 0.01 0.00 0.00 -0.400
C 1.350793 -1.489566 3.326584 -0.01 -0.03 0.01 -0.390
C 1.520122 -0.326491 2.350268 0.01 0.01 0.00 -0.407
C 0.966573 1.372632 -0.740376 0.06 -0.05 0.03 -0.565
C 0.593228 1.770503 -2.173391 -0.02 0.00 0.01 -0.411
C 1.100943 3.192002 -2.454798 0.00 0.01 -0.01 -0.399
C 2.441105 3.470110 -1.750193 0.00 -0.01 0.00 -0.402
C 3.228320 2.173944 -1.586723 0.00 0.01 0.00 -0.397
C 2.494393 1.214781 -0.631712 -0.03 -0.03 0.01 -0.400
H 1.996589 -4.879800 -1.903235 0.00 0.00 0.00 0.191
H 2.678140 -3.324797 -1.463729 0.00 0.00 -0.01 0.171
H 1.844651 -4.045577 0.621872 0.01 0.00 0.00 0.173
H 0.483699 -4.900552 -0.099602 0.00 0.00 0.01 0.207
H 0.018810 -2.657912 1.193529 -0.06 0.00 -0.11 0.198
H -0.860356 -3.015761 -0.275090 0.04 -0.03 0.02 0.296
H 1.731770 -1.443697 -0.266878 -0.02 0.02 -0.03 0.193
H 1.376630 -1.078103 -2.558044 0.01 0.01 0.00 0.175
H -0.372832 -1.360139 -2.446686 0.01 0.00 0.00 0.265
H 1.187618 -3.213072 -3.531416 0.00 -0.01 -0.01 0.184
H -0.178495 -3.656345 -2.501187 -0.01 -0.01 0.01 0.261
H 0.124766 1.259093 1.918776 0.00 0.04 0.01 0.238
H -1.246119 -1.418863 2.320775 -0.03 0.02 -0.05 0.230
H -1.921199 0.180182 2.295723 0.00 -0.01 0.00 0.256
H -1.627975 -0.468143 4.651203 0.00 0.00 -0.01 0.206
H -0.504974 0.818546 4.263121 0.00 0.01 0.01 0.186
H 0.067172 -2.040849 4.964216 0.01 0.00 0.00 0.195
H 1.027299 -0.607677 5.274515 0.00 0.00 0.00 0.182
H 0.928836 -2.343095 2.791943 0.05 0.06 0.09 0.206
H 2.330299 -1.812237 3.692366 0.01 0.00 0.00 0.191
H 2.206905 -0.622751 1.556416 0.01 0.01 -0.01 0.204
H 2.009138 0.501231 2.877197 0.01 -0.01 0.00 0.191
H 0.656398 2.216473 -0.113557 0.02 0.01 0.00 0.248
H -0.487659 1.722742 -2.313100 0.01 0.00 0.00 0.252
H 1.033129 1.063341 -2.880318 0.00 -0.02 -0.01 0.191
H 0.352147 3.912602 -2.118176 -0.01 -0.01 0.00 0.217
H 1.213247 3.329486 -3.534484 0.00 0.00 0.00 0.190
H 2.258483 3.896700 -0.758794 0.00 0.00 0.00 0.194
H 3.019940 4.213439 -2.305098 0.00 0.00 0.00 0.193
H 4.238802 2.369232 -1.216367 0.00 -0.01 0.00 0.193
H 3.342614 1.703962 -2.568919 0.00 0.00 0.00 0.189
H 2.807766 1.420206 0.394949 0.00 -0.02 0.04 0.197
H 2.797761 0.188590 -0.855799 0.00 0.01 0.00 0.199
```
Forces are in eV/Å.

Properties
- LUMO level: 4.2344 eV
- HOMO: -1.55 eV
- Max |F|: 0.2 eV/A
- Total charge: -2
- Total energy: -5659.7108 a.u.

***

No. 3
A molecular structure, C21H34ClF3MgN3O4. Source: the Open Molecules 2025 dataset; level of theory: wB97M-V/def2-TZVPD.

Geometry as XYZ:
```
67
Properties=species:S:1:pos:R:3:forces:R:3:nbo_charge:R:1
O 2.041373 0.168943 -3.448744 -0.54 1.30 -1.47 -0.569
C 1.018867 0.534624 -4.027593 -0.95 -1.82 2.95 0.428
C 0.467483 1.860545 -4.265721 -0.58 1.42 0.02 -0.170
C 0.711954 3.027010 -3.508519 0.91 0.55 -0.55 -0.141
H 0.972193 2.977213 -2.441074 0.28 -0.08 -0.54 0.274
C 0.626135 4.272924 -4.172069 -0.12 0.06 0.27 -0.228
H 0.907324 5.216698 -3.668542 -0.18 -0.82 -0.12 0.224
C 0.182681 4.345661 -5.498228 -0.10 -0.13 0.19 -0.192
H 0.225244 5.285401 -6.067106 -0.06 -0.44 0.40 0.209
C -0.433810 3.219908 -6.053961 -0.37 0.38 0.27 -0.250
H -0.973776 3.313794 -6.993966 0.04 -0.10 0.20 0.213
C -0.412443 2.016434 -5.362685 0.99 -0.25 -0.40 -0.151
H -1.005906 1.171976 -5.696192 0.41 -0.16 -0.29 0.220
H 0.269368 -0.268666 -4.124228 -0.14 -0.08 -1.04 0.123
C -2.429033 -1.449281 -2.072577 -1.49 -0.66 -0.93 -0.639
C -2.600936 -0.456063 -0.946794 3.34 1.29 -2.91 -0.639
H -2.853040 -0.980115 -2.982926 0.12 -0.56 -0.26 0.166
H -2.892889 -2.453079 -2.005880 0.39 -0.15 0.22 0.159
H -1.311292 -1.538996 -2.266737 -1.15 -0.31 -0.02 0.147
C -2.722615 0.795339 -1.485452 -0.36 0.40 0.42 -0.241
C -4.034776 1.276658 -2.103365 0.67 -0.61 -1.07 -0.671
H -1.842107 1.491764 -1.499281 -1.30 0.29 1.13 0.175
H -3.853870 1.826020 -3.049545 -0.29 0.08 0.24 0.169
H -4.625546 1.911693 -1.429163 0.38 -0.02 0.01 0.211
H -4.680937 0.400973 -2.316664 0.23 0.23 0.00 0.187
Mg -1.082032 -0.864340 0.347158 0.02 2.44 1.82 1.720
Cl -3.282884 -0.419725 1.474944 -0.91 -0.59 1.80 -0.834
C -0.967981 0.364634 3.010082 0.41 -0.35 -2.09 0.582
O -0.279396 -0.323012 2.205410 -0.84 0.35 1.65 -0.787
N -0.990272 0.195714 4.331634 0.07 -0.32 0.45 -0.427
C -0.376224 -0.991879 4.916373 -0.14 0.32 0.10 -0.417
C -1.943735 0.956074 5.141922 0.12 -0.19 -0.31 -0.401
H -1.631801 1.155989 2.626583 0.48 -0.13 0.21 0.205
H 0.338273 -1.409905 4.203964 -0.22 0.09 0.10 0.242
H -1.138903 -1.737478 5.178008 0.06 0.05 -0.19 0.189
H 0.136622 -0.717370 5.840543 0.09 0.03 -0.03 0.183
H -2.202307 1.885564 4.613301 0.06 -0.40 0.18 0.232
H -1.490229 1.208988 6.107612 -0.03 -0.03 -0.17 0.185
H -2.856624 0.362383 5.315968 0.22 0.22 -0.06 0.197
H 5.077064 1.831923 -1.503220 -0.26 -0.08 -0.27 0.173
H 4.625184 1.683504 0.915968 0.01 -0.17 -0.01 0.162
C 4.009810 1.725926 -1.770970 0.12 -0.46 0.23 -0.410
C 3.573643 1.850439 0.652002 -0.30 0.34 -0.21 -0.409
N 3.287440 1.199446 -0.617799 0.31 -0.02 0.37 -0.444
H 3.856234 1.046996 -2.621472 0.27 0.38 0.32 0.239
C 2.488818 0.104122 -0.686028 -2.23 -0.30 0.36 0.541
O 1.455498 -0.100882 -0.007767 2.54 -0.18 -0.95 -0.641
H 2.918881 1.462898 1.429982 -0.09 0.13 -0.11 0.254
H 2.779067 -0.626717 -1.470092 -0.06 0.48 0.07 0.113
H 3.628448 2.728279 -2.051467 0.04 -0.46 0.20 0.200
H 3.444141 2.930116 0.551884 -0.28 -0.06 0.15 0.210
H -0.000560 -5.871556 0.558087 -0.05 0.04 -0.11 0.196
H 2.263672 -5.593250 -1.080867 -0.07 0.10 0.11 0.195
C -0.451660 -5.321501 -0.276263 0.17 0.06 0.07 -0.425
C 1.592956 -4.966714 -1.677008 0.06 0.02 0.01 -0.401
N 0.524136 -4.407195 -0.867056 0.01 -0.18 -0.10 -0.398
H -1.277462 -4.720472 0.102090 0.02 -0.16 -0.06 0.263
C 0.443432 -3.107847 -0.583721 -1.37 0.92 1.16 0.548
O -0.426614 -2.646191 0.205504 1.79 -1.82 -1.34 -0.759
H 2.182952 -4.168453 -2.127293 -0.09 0.02 0.05 0.220
H 1.146900 -2.409088 -1.059759 0.05 -0.37 0.01 0.176
H -0.803822 -6.037405 -1.026952 0.09 0.20 0.07 0.199
H 1.197840 -5.601259 -2.474257 -0.15 0.16 0.03 0.201
F 0.483086 2.661050 2.035301 0.58 1.28 1.49 -0.438
C -0.045279 2.588219 0.781790 -1.06 -4.72 -1.89 0.423
F -1.234294 3.247204 0.818357 -0.48 1.72 0.57 -0.421
F 0.785235 3.339393 -0.008064 0.93 1.87 -0.37 -0.454
```
Forces are in eV/Å.

Properties
- LUMO level: 1.9985 eV
- HOMO: -1.95 eV
- Max |F|: 5.2 eV/A
- Total charge: -1
- Total energy: -2245.5703 a.u.